Entry 1:
{
  "formula": "C56H79N5O20S5",
  "method": "wB97M-V/def2-TZVPD",
  "species": ["S", "S", "S", "S", "S", "O", "O", "O", "O", "O", "O", "O", "O", "O", "O", "O", "O", "O", "O", "O", "O", "O", "O", "O", "O", "N", "N", "N", "N", "N", "C", "C", "C", "C", "C", "C", "C", "C", "C", "C", "C", "C", "C", "C", "C", "C", "C", "C", "C", "C", "C", "C", "C", "C", "C", "C", "C", "C", "C", "C", "C", "C", "C", "C", "C", "C", "C", "C", "C", "C", "C", "C", "C", "C", "C", "C", "C", "C", "C", "C", "C", "C", "C", "C", "C", "C", "H", "H", "H", "H", "H", "H", "H", "H", "H", "H", "H", "H", "H", "H", "H", "H", "H", "H", "H", "H", "H", "H", "H", "H", "H", "H", "H", "H", "H", "H", "H", "H", "H", "H", "H", "H", "H", "H", "H", "H", "H", "H", "H", "H", "H", "H", "H", "H", "H", "H", "H", "H", "H", "H", "H", "H", "H", "H", "H", "H", "H", "H", "H", "H", "H", "H", "H", "H", "H", "H", "H", "H", "H", "H", "H", "H", "H", "H", "H"],
  "coordinates": [[-1.7849, -4.0206, -1.4461], [0.3838, 2.0197, -4.5894], [-2.8115, 6.5206, -3.8670], [-1.7124, -3.5827, -5.7017], [2.5156, -0.2012, 2.3228], [-1.9509, -3.4218, -7.1152], [-1.4528, -5.2096, -2.2052], [-2.8126, -3.7959, -4.7742], [-4.0225, 0.3077, 0.2302], [-1.9953, 7.6414, 0.8945], [4.1076, 4.5059, 3.7498], [3.2879, -0.5780, 1.1644], [2.3114, -3.5699, -0.9340], [-1.4812, -2.7091, -1.9352], [2.2912, 4.4813, -0.7989], [-2.6650, 7.8850, 2.9214], [0.8901, 0.6452, -4.7745], [1.1601, 3.0296, -3.9530], [1.6484, 0.9657, 2.3657], [-3.6214, 7.6735, -4.1118], [-2.9634, 5.3217, -4.7125], [5.7641, 4.2036, 5.0678], [-3.4606, 0.1639, -1.8487], [3.8164, 3.1332, -1.3765], [2.8888, -3.8377, 1.0986], [2.6646, 3.3479, -1.0058], [5.0967, 3.8917, 4.0538], [-4.1860, -0.1539, -0.8922], [3.1606, -3.7383, -0.0927], [-1.9999, 7.3035, 2.0517], [0.5871, -2.6957, -4.5248], [-1.6003, -2.4352, 7.4254], [-1.4034, 5.4725, 3.6683], [-7.3498, -2.2090, -0.3468], [-0.9740, 6.9378, -3.5287], [1.7634, 2.2253, -0.8984], [6.1386, -4.3127, -2.4001], [5.1325, 2.5963, 1.9955], [-0.7497, 6.7040, -2.0315], [0.5390, 4.1286, 3.3379], [0.4383, 2.4523, -0.5140], [-0.7885, -2.1382, -5.0386], [-2.3438, 2.0109, -4.6886], [-1.2201, 1.6856, -3.6270], [-1.6860, 5.6196, -1.5357], [3.5589, -0.2974, 3.8929], [6.7358, 1.9464, 3.6107], [-3.4874, -4.8163, 0.4790], [-5.4464, -1.7247, -2.3301], [-0.4356, 1.4454, -0.3859], [-0.2098, -4.7848, -5.3946], [-0.0882, -2.1656, 7.3340], [-2.7371, -2.2680, 3.5805], [-2.0693, -1.8968, 4.9338], [1.0160, -3.9063, -5.3557], [-2.4912, -2.7057, 6.1910], [5.6884, 2.8391, 3.2057], [5.4700, 1.5262, 1.1781], [-3.5193, -4.0596, -0.8768], [-3.0878, 5.9349, -2.1985], [0.0373, 5.9290, 1.7792], [-7.3975, -2.9400, -1.5275], [7.1269, 0.8581, 2.8256], [2.1437, -2.2547, 4.0916], [6.9384, -4.0874, -0.1284], [-0.0430, 0.1677, -0.7511], [-1.8035, 1.8951, -6.1063], [-5.3473, -1.0633, -1.1134], [7.1584, -4.2688, -1.5043], [-0.5907, 4.4449, 4.1414], [4.8284, -4.1270, -1.9951], [-6.4226, -2.7704, -2.4821], [0.8646, 4.8643, 2.1772], [2.0996, 0.8954, -1.1927], [-6.3804, -1.1912, -0.1837], [1.4113, -1.6610, 2.8615], [4.5430, -3.9733, -0.5870], [-0.4813, 2.6639, -6.0533], [2.8164, -1.1786, 4.9556], [-1.1246, -4.2381, 0.2880], [6.5395, 0.7076, 1.5329], [-2.3487, -1.3584, 2.3618], [5.6129, -3.9468, 0.3013], [1.2311, -0.0941, -1.1676], [-1.1371, 6.1838, 2.5157], [-2.0934, -5.2169, 0.9154], [3.5231, -1.5788, 5.6826], [1.2764, -3.6544, -6.3838], [-0.4102, -5.2982, -4.4542], [-1.8959, -6.2491, 0.6259], [-2.5130, -0.3459, 2.7306], [-8.0927, -3.7189, -1.8041], [-3.5173, -2.6253, 6.5500], [6.4622, -4.3205, -3.4304], [4.9917, 1.4720, 0.2113], [0.2862, 6.4051, -1.8712], [-0.8381, 7.9978, -3.7433], [0.4937, -3.0640, 7.1277], [-1.7618, 5.3155, -0.4917], [-4.7924, -1.4786, -3.1535], [-1.6074, 0.8852, -6.4665], [-3.6040, 6.5686, -1.4773], [-1.3083, -1.4044, 2.0399], [7.7203, -3.9778, 0.6085], [-1.6402, -3.1895, 8.2113], [-1.9180, -1.4524, 7.7736], [-2.9693, -1.4134, 1.4674], [2.7837, -2.9759, 3.5832], [-2.6099, -3.3153, 3.3064], [0.4874, -2.9089, -3.4605], [1.3161, -1.8861, -4.5591], [-0.3876, 6.2697, -4.1595], [-1.2780, 2.3915, -2.7985], [0.4371, 6.5636, 1.0021], [7.2769, 2.1407, 4.5249], [0.1169, -1.4759, 6.5153], [-0.9175, 7.6021, -1.4371], [-2.2960, 5.6942, 4.2345], [-2.1198, -0.8171, 5.0744], [-0.6035, 3.7471, -6.0578], [1.7900, 4.6290, 1.6726], [1.4637, -2.7732, 4.7675], [5.5430, -3.7858, 1.3669], [0.4920, -1.1912, 3.2110], [8.1644, -4.4265, -1.8641], [4.0822, -4.0598, -2.7730], [3.8222, 0.6366, 4.3892], [-1.0739, -2.2219, 4.6310], [1.1022, 3.2941, 3.7288], [-3.6718, 5.0452, -2.4342], [-1.3025, 0.6795, -3.2158], [4.5683, -0.4818, 3.5253], [1.8177, -4.5425, -4.9808], [2.1657, -0.4956, 5.5017], [-1.3532, -1.6939, -4.2189], [-1.2828, -3.2338, 0.6809], [-0.6575, 3.9464, 5.0972], [-3.7950, -2.3119, 3.8395], [-4.0077, -4.0945, 1.1087], [7.9490, 0.2684, 3.2033], [0.2922, -1.7180, 8.2522], [1.2112, -2.3841, 2.0708], [-0.1729, -5.4822, -6.2314], [-4.1453, -4.4043, -1.6998], [-3.7556, -3.0402, -0.5715], [6.8283, -0.0706, 0.8420], [-0.0567, -4.4247, 0.4008], [-1.4123, 1.6581, 0.0230], [-1.9932, -5.2499, 2.0003], [-1.4182, 4.7309, -2.1071], [3.1605, 0.7543, -1.3371], [4.3377, 3.2410, 1.6504], [-6.3849, -0.5927, 0.7152], [-0.7798, -1.4122, -5.8516], [0.2751, 2.5865, -6.8343], [-3.1332, 1.2713, -4.5541], [-2.7337, 3.0033, -4.4624], [-8.1018, -2.3799, 0.4092], [-4.2493, -5.5938, 0.4222], [-6.4536, -3.2710, -3.4386], [1.5585, -1.1085, -1.3412], [-2.3114, -3.7379, 5.8904], [0.1087, 3.4728, -0.3856], [-0.7001, -0.6798, -0.6231], [-2.5053, 2.1707, -6.8934]],
  "gap_ev": 8.44,
  "energy_ha": -5950.12099,
  "lumo_ev": -1.06,
  "multiplicity": 1
}

Entry 2:
{
  "formula": "C56H79N5O29",
  "method": "wB97M-V/def2-TZVPD",
  "species": ["O", "O", "O", "O", "O", "O", "O", "O", "O", "O", "O", "O", "O", "O", "O", "O", "O", "O", "O", "O", "O", "O", "O", "O", "O", "O", "O", "O", "O", "N", "N", "N", "N", "N", "C", "C", "C", "C", "C", "C", "C", "C", "C", "C", "C", "C", "C", "C", "C", "C", "C", "C", "C", "C", "C", "C", "C", "C", "C", "C", "C", "C", "C", "C", "C", "C", "C", "C", "C", "C", "C", "C", "C", "C", "C", "C", "C", "C", "C", "C", "C", "C", "C", "C", "C", "C", "C", "C", "C", "C", "H", "H", "H", "H", "H", "H", "H", "H", "H", "H", "H", "H", "H", "H", "H", "H", "H", "H", "H", "H", "H", "H", "H", "H", "H", "H", "H", "H", "H", "H", "H", "H", "H", "H", "H", "H", "H", "H", "H", "H", "H", "H", "H", "H", "H", "H", "H", "H", "H", "H", "H", "H", "H", "H", "H", "H", "H", "H", "H", "H", "H", "H", "H", "H", "H", "H", "H", "H", "H", "H", "H", "H", "H", "H", "H", "H", "H", "H", "H"],
  "coordinates": [[6.4641, 1.0826, 0.2242], [7.0295, -5.5013, 4.1997], [-7.7764, 0.4947, 4.2349], [-0.5301, 6.8512, -4.3823], [2.1259, 1.1054, 3.5741], [4.7859, -1.2239, 0.4718], [-4.1047, 4.3061, -2.3658], [2.5571, -8.4643, -0.5137], [0.0961, -1.5275, -0.6216], [0.2452, -5.0620, -1.7856], [4.7814, -4.3641, -3.5123], [-0.8583, -6.1557, 2.5372], [2.8263, -3.6332, 3.1380], [3.2485, -6.1219, 0.6030], [-5.3917, 6.0625, 0.6946], [4.1922, 2.9146, 3.9332], [-6.5560, 0.7383, -4.0348], [-1.0637, -6.0959, -6.2458], [-4.2064, -0.8410, 1.5161], [-1.6390, 2.7921, -2.9045], [-4.3747, -0.4638, -5.0241], [-1.9745, -3.2986, -1.6755], [-3.5117, -4.8646, -5.7628], [3.9545, -6.6257, -4.9128], [2.7570, -2.1250, 5.4506], [4.0705, 2.1273, -1.5906], [-4.8405, 1.1576, -0.4214], [6.6316, -4.5637, 6.8596], [-8.5682, 2.3495, 2.1014], [-2.5231, 6.7981, 0.8372], [-2.3674, -0.4284, -0.6438], [0.0570, -4.3861, 5.8156], [-1.4793, 4.9001, -1.4231], [6.2976, 3.7350, -3.0698], [6.2780, 5.2081, -1.2575], [-5.1428, -0.0891, 1.6282], [-1.7922, -4.1334, -2.7835], [5.9322, -4.7584, 4.5092], [5.5274, 0.9346, 1.2248], [-1.5853, 1.6262, 0.5229], [5.7971, -4.3429, 5.9895], [-5.3864, 1.2617, -3.6445], [-6.2747, 5.2968, -0.1274], [3.7847, -3.0695, 5.2710], [-0.3675, -5.6092, -4.0290], [-1.0690, 7.0971, -5.6859], [-5.6269, 0.9070, 0.6336], [3.8283, -6.5933, -3.5770], [4.2148, -5.2964, -2.9520], [0.7671, 5.4729, -2.0437], [1.2991, -2.2264, -0.1689], [0.8614, -6.5342, 5.2779], [-4.0222, 3.1377, -2.7613], [-1.2326, 0.4317, -0.3897], [-4.2371, 0.5254, -4.2424], [-0.7461, 5.7970, -2.2132], [3.3737, -7.7071, -2.8182], [-7.1199, 0.5832, 3.0702], [-0.5752, -4.9822, -2.7366], [-6.0185, -0.2035, 2.8350], [5.9381, 3.8369, -1.6536], [-1.2534, 5.8694, -3.6445], [-3.2132, 6.0184, 1.8061], [4.5813, -3.4764, 6.2396], [-0.9867, -5.6234, 3.8331], [-2.9968, 1.1113, -3.7678], [3.4906, -0.1533, 2.1215], [3.2983, 0.9374, 2.9417], [5.3338, 1.9720, 2.0720], [-5.3294, 2.4487, -3.0120], [-0.2745, -5.1709, 1.7052], [-2.8763, 2.2989, -3.1120], [3.8773, -5.2789, -1.5516], [2.6809, 1.9291, -1.4551], [-7.5678, 1.5985, 2.0557], [-3.4953, 6.8435, 3.0426], [-4.3788, 5.1813, 1.2792], [4.6724, -0.2870, 1.1752], [-1.3224, -5.5928, -5.0277], [4.4712, 3.5010, -1.4132], [3.1812, -7.7043, -1.2891], [3.8055, -3.7193, 3.8888], [-2.6381, -4.9299, -4.9160], [5.0672, -4.4604, 3.5578], [-2.7094, -4.0794, -3.7694], [4.2638, 2.0240, 3.0667], [0.2809, -5.2732, 4.6505], [-0.1456, -0.4583, 0.2613], [3.4743, -6.3164, -0.7624], [-6.7238, 1.6174, 0.8119], [4.0921, -4.3608, -1.0249], [-0.9250, 0.8425, -1.3513], [-2.4647, 5.1159, -1.4729], [-0.6490, -5.3970, 0.7068], [-1.9909, 1.1912, 1.4364], [-1.2086, 4.8847, -4.1096], [-1.6104, 3.5435, -2.3077], [3.2225, -8.6062, -3.3972], [6.0466, 5.4427, -0.2185], [-2.1354, 0.5915, -4.1604], [2.3060, 2.2183, -0.4733], [-4.3005, 7.5755, 2.9804], [2.6923, -0.8805, 2.1054], [-1.5945, -6.3873, 4.3180], [1.4934, -3.1607, -0.6957], [0.1722, -7.1033, 5.9018], [2.8391, -6.9440, 0.8823], [4.4486, -3.0696, 7.2312], [-1.2862, 5.0032, -0.4371], [6.1638, 2.7918, -3.4054], [-4.8427, 4.6278, 2.0956], [-2.4801, 7.7055, 1.2786], [-5.8796, 4.4963, -0.7529], [-4.1372, 0.5047, -0.4488], [-0.7960, 6.3428, -6.4238], [1.0348, 4.6930, -2.7566], [5.1351, -4.9082, 2.5773], [-2.4402, 5.3476, 2.1810], [6.3995, 0.4937, -0.5312], [-0.9033, 6.7976, -1.8106], [-3.7871, 6.1128, 3.7970], [-5.6801, -0.8294, 3.6475], [-3.5635, -3.4818, -3.4868], [5.7634, 5.9885, -1.8181], [-2.2682, 6.2665, -3.6245], [4.2770, 3.6966, -0.3586], [-0.6150, -4.8759, 6.3889], [1.0275, -4.8246, 3.9952], [-2.7223, -0.8700, 0.1923], [-6.4734, -0.1349, -4.4250], [-7.0490, 4.8419, 0.4905], [7.4748, -5.7919, 4.9990], [2.1244, -1.5513, -0.3954], [1.9916, -2.1955, 4.8753], [-1.7431, -4.8433, 3.7476], [-8.4304, 1.1974, 4.2429], [-0.5574, 8.0122, -5.9840], [-2.1346, 7.3131, -5.6085], [-1.8577, -6.1469, -6.7830], [0.7987, -5.3405, 1.7926], [1.3925, 6.3638, -2.1005], [1.2448, -7.3364, 4.6473], [-3.1495, 6.8694, 0.0481], [5.9746, 2.8410, 2.0480], [-2.3778, 2.1837, 0.0237], [0.9108, 5.0078, -1.0684], [2.3901, 0.8818, -1.5366], [-2.6746, 7.4234, 3.4648], [4.4844, -5.8519, -5.1179], [-7.0563, 2.2759, 0.0231], [-0.7714, 2.3440, 0.6244], [-4.0194, 4.5318, 0.4810], [7.3084, 5.5347, -1.3982], [2.1367, 1.8431, 4.1884], [0.8055, 0.0494, 0.4221], [1.3102, -2.4530, 0.8972], [-0.5428, -4.1261, 1.8617], [-2.1134, -1.1814, -1.2671], [0.8327, -4.2847, 6.4546], [-1.2141, -3.2607, -1.0906], [3.7632, 4.1444, -1.9357], [-0.4242, -0.7383, 1.2772], [2.1835, 2.4275, -2.2872], [6.6097, 3.1832, -1.0971], [0.5370, -6.1437, -4.2792], [1.7711, -6.3910, 5.8611], [-6.6997, 6.0290, -0.8139], [-6.2206, 3.0178, -2.7921], [7.3037, 3.8153, -3.1058]],
  "gap_ev": [1.95, 3.96],
  "energy_ha": -4636.74374,
  "lumo_ev": [-0.70, -0.70],
  "multiplicity": 2,
  "charge": -1,
  "s2": 0.772
}

Q: Which of these has the lowest multiplicity?
A: C56H79N5O20S5